Computed, not measured: a 4-piece molecular cluster, C16H20F12O8 overall at a distorted geometry, with ωB97M-V/def2-TZVPD.

Last column: Löwdin charge in e.
Positions of all 56 atoms, in Å:
F 6.921 3.809 -2.847  0.14
F -1.737 3.661 10.617  0.13
F -3.289 2.416 9.829  0.17
F 5.193 3.286 -1.596  0.18
F -2.584 -1.939 3.890  0.16
F -3.315 -4.050 -3.779  0.20
F -1.024 -1.180 5.197  0.19
F -2.305 -3.247 -5.464  0.18
F 4.896 3.912 -3.679  0.17
F -2.776 -0.011 4.741  0.19
F -3.832 3.921 11.284  0.17
F -1.727 -5.177 -4.615  0.14
O -3.739 -4.729 -7.145  0.01
O 6.979 1.241 -3.385  0.02
O -2.259 5.499 8.923  0.03
O -1.649 0.558 2.313  0.15
O -4.481 -6.031 -5.388  0.11
O -4.427 4.804 8.700  0.17
O 4.758 1.170 -3.770  0.12
O 0.025 -0.873 2.773  0.04
C 5.752 1.752 -3.316  -0.34
C -4.661 -5.354 -8.094  -0.18
C -2.157 5.755 6.415  -0.04
C -3.769 -5.100 -5.837  -0.30
C -1.157 -0.316 3.015  -0.35
C 5.685 3.244 -2.824  -0.52
C -1.880 -0.846 4.249  -0.57
C -3.933 -6.578 -8.583  -0.08
C 1.624 -1.758 1.281  -0.07
C 7.238 0.020 -5.531  -0.06
C -2.178 6.414 7.849  -0.20
C 0.754 -0.599 1.608  -0.24
C -3.048 3.670 10.221  -0.52
C -2.775 -4.357 -4.921  -0.58
C -3.310 4.694 9.162  -0.37
C 7.283 -0.054 -3.976  -0.17
H -2.926 -6.380 -8.949  0.09
H -3.035 7.082 7.930  0.12
H -4.557 -7.203 -9.223  0.09
H 0.083 -0.453 0.761  0.13
H -4.858 -4.699 -8.943  0.12
H 8.288 -0.362 -3.689  0.12
H -2.939 4.995 6.401  0.07
H -1.168 5.337 6.227  0.08
H 6.301 0.460 -5.873  0.07
H -1.378 7.154 7.866  0.12
H 8.095 0.557 -5.936  0.08
H 1.073 -2.612 0.888  0.08
H 1.344 0.315 1.669  0.13
H -2.509 6.562 5.773  0.08
H 6.616 -0.869 -3.696  0.12
H -5.604 -5.689 -7.662  0.12
H 7.256 -1.028 -5.832  0.08
H 2.377 -1.475 0.545  0.08
H 2.187 -2.097 2.151  0.08
H -3.741 -7.223 -7.726  0.08

The LUMO energy is 0.4652 eV. As for the molecular weight: 568.304 g/mol. As for the energy above the lowest of the compared OMol25 structures with the same formula, charge and spin: 48.6 kcal per mole. As for the SMILES: CCOC(=O)C(F)(F)F.CCOC(=O)C(F)(F)F.CCOC(=O)C(F)(F)F.CCOC(=O)C(F)(F)F. The gap between HOMO and LUMO is 11.72 eV. The calculated total energy comes out at -2421.9913 a.u.